{"formula": "C3H13N2O", "method": "wB97M-V/def2-TZVPD", "spin_multiplicity": 1, "e_homo_ha": -0.506, "total_charge": 1, "total_energy_ev": -8342.8621, "species": ["N", "C", "C", "N", "C", "H", "H", "H", "H", "H", "H", "H", "H", "H", "H", "H", "H", "H", "O"], "coordinates": [[-0.74, -0.35, 0.64], [-0.53, 0.08, -0.79], [0.95, 0.18, -0.97], [1.51, 1.10, 0.01], [1.56, 2.47, -0.56], [-1.49, -1.03, 0.81], [-0.83, 0.37, 1.35], [0.13, -0.84, 0.86], [-1.16, 0.95, -0.94], [-0.95, -0.68, -1.44], [1.20, 0.39, -2.01], [1.30, -0.86, -0.90], [2.46, 0.75, 0.03], [0.73, 3.08, -0.20], [2.50, 2.93, -0.30], [1.51, 2.51, -1.65], [-2.72, -3.67, 1.29], [-1.86, -2.73, 2.13], [-2.19, -2.87, 1.23]]}